{"formula": "BaH18O9", "method": "wB97M-V/def2-TZVPD", "gap_ev": 12.305, "multiplicity": 1, "largest_force_ev_per_a": 0.86, "charge": 2, "total_energy_ha": -713.08088, "elements": ["Ba", "O", "H", "H", "O", "H", "H", "O", "H", "H", "O", "H", "H", "O", "H", "H", "O", "H", "H", "O", "H", "H", "O", "H", "H", "O", "H", "H"], "positions_angstrom": [[0.024, 0.085, 0.127], [1.295, 1.943, 1.523], [1.671, 1.326, 2.151], [1.127, 2.734, 2.035], [-2.519, -0.933, -0.100], [-3.387, -0.534, -0.157], [-2.637, -1.816, -0.450], [1.695, 1.745, -1.371], [1.992, 1.957, -2.256], [2.436, 1.971, -0.809], [-1.013, 0.089, 2.754], [-1.833, -0.298, 3.062], [-1.127, 1.030, 2.890], [-1.865, 2.138, 0.664], [-2.261, 2.712, 0.009], [-2.608, 1.773, 1.144], [0.657, -1.760, -1.976], [1.412, -2.270, -2.270], [-0.082, -2.121, -2.464], [-1.040, 0.413, -2.404], [-1.134, 1.248, -2.862], [-1.553, -0.205, -2.924], [0.373, -2.563, 1.200], [0.239, -3.424, 0.803], [0.732, -2.752, 2.067], [2.765, -0.767, -0.019], [3.487, -1.086, 0.521], [3.152, -0.639, -0.886]], "lowdin_charge": [2.173, -0.171, 0.050, 0.084, -0.156, 0.068, 0.065, -0.147, 0.073, 0.042, -0.132, 0.071, 0.036, -0.126, 0.072, 0.048, -0.132, 0.069, 0.053, -0.158, 0.070, 0.061, -0.132, 0.061, 0.063, -0.129, 0.071, 0.052]}